(1)
Entry from the OMol25 dataset: the ion C13H8F2N3O4 with charge +1 in a non-equilibrium geometry (ωB97M-V/def2-TZVPD).

The geometry in XYZ format:
```
30
Properties=species:S:1:pos:R:3:mulliken_charge:R:1
O 0.29474 -4.87244 -1.18482 -0.35
C 0.30742 -4.56287 -2.32243 0.49
F 0.31474 -5.56626 -3.26777 -0.18
N 0.37542 -3.22211 -2.85584 -0.26
C -0.45772 -3.01911 -4.03676 0.46
O -1.44165 -3.60118 -4.31333 -0.32
F 0.01008 -2.06454 -4.92237 -0.20
N 0.21180 -2.24199 -1.89521 0.36
C -0.89916 -2.07283 -1.08130 0.23
C -1.02732 -0.99307 -0.08574 -0.90
C 0.07866 0.01350 0.04217 1.02
C 0.03503 1.18682 1.04881 1.34
C 1.20919 2.06011 1.26390 -0.62
C 1.10347 3.17158 2.21512 -0.30
N -0.06788 3.41923 2.89184 0.16
C -0.15205 4.58571 3.81880 0.43
O 0.72909 5.45438 3.80370 -0.60
O -1.16572 4.71441 4.60506 -0.64
C -1.21253 2.64387 2.75271 -0.32
C -1.20548 1.49752 1.83103 -0.61
C 1.25150 -0.18930 -0.86498 -0.69
C 1.26115 -1.31089 -1.78075 -0.22
H -1.76877 -2.77169 -1.15514 0.42
H -1.94680 -0.93444 0.55121 0.29
H 2.19384 1.93133 0.74095 0.21
H 1.95676 3.86979 2.41135 0.43
H -2.11439 2.92025 3.34868 0.43
H -2.13185 0.87123 1.72589 0.20
H 2.11194 0.51589 -0.82165 0.30
H 2.14652 -1.43291 -2.46311 0.42
```

As for the max |F|: 8.024 eV/Å. The SMILES is O=C(F)N(C(=O)F)[n+]1ccc(-c2cc[n+](C(=O)[O-])cc2)cc1. Its HOMO energy is -11.099 eV. Its total charge is +1.


(2)
Entry from the OMol25 dataset: a cluster of 2 separate species, C13H8N5O2 in total in a non-equilibrium geometry (ωB97M-V/def2-TZVPD).

The geometry in XYZ format:
```
28
Properties=species:S:1:pos:R:3:mulliken_charge:R:1
C 0.54505 -0.62385 1.64635 -0.23
C 1.58810 0.19632 1.88871 0.82
C 2.88252 -0.31465 1.76572 -0.23
N 3.94791 -0.76755 1.65566 -0.49
C 1.42426 1.51986 2.30921 0.10
N 1.27393 2.61622 2.66453 -0.54
C -0.86787 -0.24177 1.72739 0.13
C -1.35733 0.89732 1.08827 -0.15
C -2.69084 1.23133 1.16376 -0.70
C -3.56046 0.44328 1.88854 -0.33
C -3.09479 -0.68351 2.53282 -0.57
C -1.76513 -1.02622 2.44942 -0.35
H 0.76933 -1.64831 1.39381 0.49
H -0.67520 1.50726 0.52240 0.48
H -3.06190 2.10121 0.64595 0.38
H -4.60348 0.70586 1.95190 0.37
H -3.77343 -1.29723 3.10230 0.37
H -1.39235 -1.89759 2.95854 0.41
N 1.00948 -0.69461 -1.60756 -0.27
C 0.77524 -1.71314 -2.43734 -0.31
N 1.07687 -1.43824 -3.69508 -0.70
C 1.53972 -0.16169 -3.67688 0.15
N 1.98196 0.59586 -4.83239 0.95
O 2.35586 1.75920 -4.65831 -0.63
O 1.96384 0.05411 -5.94100 -0.60
C 1.49921 0.29109 -2.37753 -0.40
H 0.38246 -2.66971 -2.11293 0.41
H 1.82705 1.25916 -2.01626 0.43
```

As for the max |F|: 3.307 eV/Å. Its HOMO energy is -4.756 eV. Its total charge is -1.


(3)
Entry from the OMol25 dataset: an isolated molecule of C13H9BrO2 in a non-equilibrium geometry (ωB97M-V/def2-TZVPD).

The geometry in XYZ format:
```
25
Properties=species:S:1:pos:R:3:mulliken_charge:R:1
O -0.56107 -1.01456 2.52846 -0.60
C -0.32548 -0.78113 1.32724 0.18
C -1.27081 0.06761 0.63233 0.50
C -2.66708 -0.00105 0.68340 -0.65
C -3.59214 0.91654 -0.16087 -0.53
C -2.85665 1.58228 -1.24294 -0.46
C -1.47897 1.57228 -1.45022 -0.93
C -0.54599 0.86801 -0.44287 0.40
O 0.33055 0.07827 -1.21419 -0.39
C 1.31392 -0.45026 -0.50928 0.84
C 2.55484 -0.56928 -1.20533 -1.10
C 3.58253 -1.06454 -0.45530 0.15
C 3.52393 -1.44165 0.87613 -0.58
Br 5.15352 -1.93435 1.84808 -0.19
C 2.22481 -1.38834 1.47801 -0.05
C 1.03931 -0.86102 0.82847 0.25
H -3.15075 -0.57543 1.53433 0.33
H -4.54472 0.55899 -0.67184 0.36
H -3.91565 1.73832 0.52376 0.27
H -3.38828 2.17644 -1.94240 0.40
H -1.07442 2.00368 -2.32060 0.44
H 0.06178 1.62169 0.03012 0.34
H 2.79044 -0.23452 -2.25332 0.34
H 4.59654 -1.12871 -0.97269 0.27
H 2.19986 -1.73928 2.55151 0.41
```

As for the max |F|: 5.070 eV/Å. The SMILES is O=C1C2=CCC=C[C@@H]2Oc2ccc(Br)cc21. For the energy relative to the best compared isomer or geometry (same formula, charge and spin), the calculation gives 0.0 kcal/mol. Its HOMO energy is -8.785 eV.


(4)
Entry from the OMol25 dataset: a structure of composition C13H9N2ReS4SbSe (ωB97M-V/def2-TZVPD).

The geometry in XYZ format:
```
31
Properties=species:S:1:pos:R:3:mulliken_charge:R:1
Re 0.70011 -0.48983 -0.61405 0.56
S 3.06743 -1.65546 0.29232 -0.46
Sb 2.83791 -1.86962 -1.97150 0.74
S 2.04142 0.57586 -2.04200 -0.28
S 0.41345 -2.43795 -1.73211 -0.32
S 3.77452 -2.53266 -3.84486 -0.41
Se 0.86924 -1.61736 2.55283 0.46
N 0.42283 -0.24428 1.43574 -0.54
C -0.30560 0.64226 2.12505 1.15
C -0.80593 1.88224 1.65010 -0.62
C -1.51853 2.65391 2.51187 -0.71
C -1.77525 2.26665 3.86787 -0.57
C -1.29819 1.10221 4.36171 -0.63
C -0.53919 0.25735 3.49254 0.51
N -0.02329 -0.90127 3.86311 -0.70
H -0.59862 2.21365 0.64366 0.62
H -1.89875 3.60708 2.16769 0.42
H -2.34985 2.93045 4.49875 0.41
H -1.46168 0.78728 5.38252 0.47
C -0.80702 0.25796 -1.08832 -0.22
C -2.02011 0.86269 -1.49790 1.02
C -1.98298 2.11707 -2.12434 -0.17
C -3.16439 2.70379 -2.53327 -0.68
C -4.37319 2.04889 -2.32018 -0.36
C -4.41249 0.80387 -1.70157 -0.67
C -3.23900 0.20262 -1.29005 -0.25
H -1.03282 2.60928 -2.29092 0.48
H -3.14760 3.66788 -3.02259 0.43
H -5.29511 2.51323 -2.64483 0.41
H -5.35824 0.30291 -1.54730 0.42
H -3.25144 -0.77001 -0.81537 0.48
```

As for the max |F|: 0.241 eV/Å. For the energy relative to the best compared isomer or geometry (same formula, charge and spin), the calculation gives 0.0 kcal/mol. Its HOMO energy is -11.973 eV. Its total charge is +1.


(5)
Entry from the OMol25 dataset: a structure of composition C13H9NO4Yb in a non-equilibrium geometry (ωB97M-V/def2-TZVPD).

The geometry in XYZ format:
```
28
Properties=species:S:1:pos:R:3:mulliken_spin:R:1
Yb 0.19448 0.60761 -1.77732 0.00
C 0.32768 1.83613 0.36187 0.00
O 0.43732 2.29859 1.41353 0.00
C 0.17693 3.16954 -1.79276 0.00
O 0.17821 4.28819 -1.50670 0.00
C -2.15768 1.27915 -1.19902 0.00
O -3.22488 1.56635 -0.87295 0.00
C 2.55921 1.27703 -1.24366 0.00
O 3.63696 1.57158 -0.96036 0.00
C 0.18122 -0.33664 -5.95096 0.00
H 1.12129 -0.91036 -5.88700 0.00
H -0.75720 -0.90995 -5.86358 0.00
C 0.17788 0.97044 -6.27401 0.00
H -0.76243 1.51867 -6.45362 0.00
H 1.11434 1.51704 -6.47735 0.00
N 0.17176 -0.85218 -0.12789 -0.03
C 0.05132 -1.14968 1.00535 0.06
C -0.16286 -1.40180 2.37336 0.00
C -0.97170 -0.52286 3.12618 0.21
C -1.04744 -0.66522 4.50911 0.26
C -0.38917 -1.74523 5.11031 -0.03
C 0.34644 -2.67798 4.36777 0.28
C 0.47157 -2.50071 2.99142 0.23
H -1.51317 0.27901 2.61616 0.01
H -1.59725 0.07595 5.09736 0.00
H -0.45573 -1.85897 6.18723 0.01
H 0.82773 -3.53759 4.84650 0.00
H 1.06521 -3.18612 2.38103 0.00
```

As for the max |F|: 5.524 eV/Å. As for the multiplicity: 2. For the energy relative to the best compared isomer or geometry (same formula, charge and spin), the calculation gives 22.1 kcal/mol. Its HOMO energy (spin up / spin down) is -17.461 / -17.461 eV. Its total charge is +3.


(6)
Entry from the OMol25 dataset: a structure of composition C14H10BrCl2N2O3Pd in a non-equilibrium geometry (ωB97M-V/def2-TZVPD).

The geometry in XYZ format:
```
33
Properties=species:S:1:pos:R:3:mulliken_spin:R:1
Pd -0.15450 1.10031 0.96909 1.34
O 5.73324 -0.74026 1.54710 0.00
C 4.45958 -0.49166 1.26929 -0.01
C 3.92108 -0.50810 -0.02050 0.00
C 2.57888 -0.24997 -0.18560 0.00
N 1.77142 0.02113 0.84380 0.09
C 2.30181 0.05360 2.06434 0.01
Br 1.05280 0.57377 3.40753 0.06
C 3.61465 -0.20288 2.34802 0.00
H 6.25491 -0.92496 0.75771 0.00
H 4.54068 -0.71990 -0.88196 0.00
H 2.11027 -0.28717 -1.16016 0.00
H 4.00512 -0.18194 3.35525 0.00
O -1.66572 -0.67154 1.20988 0.14
C -2.40568 -0.08125 0.40591 0.00
N -1.90138 0.94518 -0.31797 0.20
C -2.92295 1.63527 -0.95207 0.01
O -2.80776 2.68663 -1.53775 0.01
C -4.17560 0.83171 -0.72180 0.00
C -5.46472 1.03378 -1.15528 0.00
C -6.43805 0.14505 -0.69392 0.00
C -6.12252 -0.88912 0.17649 0.00
C -4.81412 -1.08318 0.61846 0.00
C -3.85611 -0.21404 0.14475 0.02
H -5.71375 1.85050 -1.81921 0.00
H -7.46266 0.27226 -1.01808 0.00
H -6.90772 -1.55007 0.51796 0.00
H -4.55598 -1.88475 1.29757 0.00
Cl -1.24063 3.31994 1.63807 0.07
C -0.60557 4.05052 0.14476 -0.01
Cl 0.79623 3.09440 -0.38692 0.07
H -0.28619 5.06273 0.36007 0.00
H -1.37237 3.98393 -0.62196 0.00
```

As for the max |F|: 1.101 eV/Å. As for the multiplicity: 3. For the energy relative to the best compared isomer or geometry (same formula, charge and spin), the calculation gives 0.0 kcal/mol. Its HOMO energy (spin up / spin down) is -12.148 / -12.104 eV. Its total charge is +1.


Number 1: M 308.22 g/mol. Number 2: M 266.24 g/mol. Number 3: M 277.12 g/mol. Number 4: M 708.42 g/mol. Number 5: M 416.26 g/mol. Number 6: M 511.48 g/mol.